1.
Here is 11 unconnected molecules or ions with the total composition C44H121N11O11 from the Open Molecules 2025 dataset. Energies are from the ωB97M-V functional and the def2-TZVPD basis.

Properties
- HOMO level (eV) = -9.0
- SMILES = COC[C@H](C)N.COC[C@H](C)N.COC[C@H](C)N.COC[C@H](C)N.COC[C@H](C)N.COC[C@H](C)N.COC[C@H](C)N.COC[C@H](C)N.COC[C@H](C)N.COC[C@H](C)N.COC[C@H](C)N
- total charge = 0
- HOMO-LUMO gap (eV) = 9.33

Element x y z (Å)
O: 0.46460 6.44433 -5.33815
O: -7.77599 3.07585 -0.78123
O: 3.82525 2.34054 -9.89228
O: 0.38656 0.70257 11.29592
O: 7.98220 -6.79964 0.29127
O: 1.63492 0.01786 -0.88134
O: -3.23170 -1.71262 -2.44949
O: 1.12367 -4.17011 3.61783
O: 3.62988 -3.56480 -9.70337
O: -8.16395 -2.44699 4.89865
O: 1.41854 7.27317 4.29433
N: -4.88970 -2.14007 6.69615
N: 9.74694 -7.60320 3.46450
N: -9.54079 3.90933 -3.95515
N: 4.50435 8.48206 2.53927
N: 4.38730 -5.14068 4.91867
N: 1.72337 3.04170 -7.89852
N: -0.61495 1.54610 -0.81027
N: -0.45937 5.80309 -1.64039
N: -2.30687 0.57688 9.98091
N: -5.45676 -4.35680 -1.29936
N: 0.66612 -5.41097 -8.71129
C: -1.65109 2.30732 8.45828
C: 8.23179 -8.99539 2.17746
C: 1.17120 1.10894 12.39121
C: 2.21671 -6.16118 5.46983
C: -10.47938 2.43375 -2.25284
C: -4.66243 -3.17404 -1.33213
C: 8.63152 -6.51629 1.51926
C: 1.57602 -3.41175 -7.69491
C: 4.45241 1.63721 -10.93620
C: 2.85387 2.24499 -7.54619
C: -1.12537 1.24926 9.39892
C: 0.04805 -3.60821 4.39422
C: -3.77267 -3.02598 -2.58171
C: -0.00820 7.70596 -5.74142
C: 2.39593 -3.97749 4.13996
C: -6.43184 2.67463 -0.54819
C: 2.58657 9.79756 3.27729
C: 2.91192 -4.71650 -9.32844
C: 2.60553 7.24592 3.46927
C: 1.66120 5.90576 -2.60491
C: -0.30931 5.92180 -4.19134
C: 2.44782 1.23771 -6.50270
C: -7.96483 3.04562 -2.22900
C: -6.92791 -2.87382 5.45151
C: 7.35746 -5.70159 -0.29199
C: -6.12650 -1.65356 6.03653
C: -8.10520 -2.20285 3.47987
C: -2.70505 -1.20509 -3.65160
C: -5.66066 -0.46514 5.12670
C: 4.76710 -3.75719 -10.42245
C: 0.25347 6.37011 -2.76212
C: 1.52995 -4.27956 -8.95495
C: 0.87643 -0.05667 0.31426
C: 3.02226 -5.29654 4.38841
C: 2.19404 -1.14965 -1.37096
C: 3.45421 1.52162 -8.81965
C: 0.53893 6.25250 4.02086
C: -0.91752 1.35957 1.58713
C: -3.84342 -3.21119 -0.03572
C: -0.27044 1.74064 10.56254
C: 3.44264 8.50629 3.53977
C: -9.44227 3.49927 -2.54156
C: 0.13624 1.30133 0.41455
C: 9.23900 -7.82120 2.09933
H: -3.28439 -2.28897 0.12272
H: -0.11226 -4.97888 -8.23431
H: -3.09821 -4.00507 -0.08578
H: -1.43592 2.31694 1.53415
H: 1.32768 0.18918 12.95483
H: -6.46438 0.01755 4.57067
H: -11.50224 2.75492 -2.44953
H: 9.70460 -8.38721 4.09982
H: -7.07145 -3.63066 6.22267
H: 2.09142 6.04075 -1.61254
H: -3.00996 -3.80392 -2.61585
H: 2.18011 1.42377 12.12457
H: 5.46475 1.34311 -10.65913
H: -0.85763 -3.66789 3.79068
H: 7.14224 -5.77184 -1.35822
H: 1.17166 -6.30734 5.19666
H: 3.60479 2.92534 -7.14452
H: -0.37987 6.55002 4.52620
H: -2.89305 1.29351 10.38453
H: -10.34074 1.98380 -1.26976
H: 5.30382 -4.68935 -10.24612
H: -0.78256 2.46861 11.19176
H: 3.17512 0.43135 -6.40826
H: -1.67050 1.92656 7.43712
H: 0.25489 -2.56482 4.63226
H: 2.53798 -2.90099 -7.65160
H: 3.06070 -3.51192 3.41235
H: -6.14543 -4.34406 -2.03805
H: -4.94009 -5.21985 -1.39051
H: 10.08281 -8.15402 1.49493
H: 1.50105 0.73065 -6.68872
H: 1.42456 -1.64980 -1.95905
H: 4.59273 -3.75344 -11.49841
H: 7.90586 -6.12593 2.23279
H: 10.72855 -7.42957 3.30207
H: 0.89558 2.06525 0.58163
H: -0.14830 4.84388 -4.20710
H: 0.39172 5.99177 2.97279
H: 4.75423 -5.97382 5.35609
H: 2.26863 1.68908 -5.52686
H: 3.24902 10.64394 3.09585
H: -1.46488 5.88153 -1.69431
H: 1.51370 -4.05405 -6.81646
H: -0.44840 1.23506 2.56311
H: -1.79808 -1.71446 -3.97725
H: 8.01651 -4.83396 -0.26114
H: 2.72434 -5.34102 -10.20188
H: 1.69356 4.81685 -2.64142
H: -0.53906 0.54543 8.80817
H: 0.64834 8.25702 -6.41477
H: 1.11255 -6.13054 -8.16082
H: 0.17292 1.55927 -1.44208
H: 2.45331 -1.88717 -0.61139
H: -1.66290 0.57279 1.47097
H: 8.59992 -9.82628 2.77928
H: 1.99915 3.36358 -8.81529
H: 3.21633 6.40569 3.79954
H: 3.00015 -0.94572 -2.07572
H: 2.73394 0.76055 -9.11976
H: 9.46235 -5.81427 1.44855
H: -5.08164 0.18805 5.77953
H: 2.41227 -3.43316 5.08417
H: 4.40012 1.02276 -8.60877
H: 2.16168 -5.71823 6.46424
H: -1.37651 6.05837 -4.36614
H: 4.51556 2.42240 -11.68958
H: 6.43933 -5.48448 0.25392
H: -6.20997 1.74604 -1.07410
H: 0.61268 1.85983 12.95006
H: 0.51710 2.25275 10.00971
H: -9.24433 3.16729 -4.57287
H: -4.37919 -3.15662 -3.47791
H: -10.51786 3.82343 -4.19609
H: -2.60364 2.79134 8.67387
H: 1.93616 10.08637 4.10290
H: -2.37735 -0.16773 -3.58382
H: -7.79106 2.02839 -2.57996
H: 1.23413 -3.62673 -9.77617
H: -4.42972 -1.45574 7.27941
H: -10.40692 1.62596 -2.98106
H: 3.41369 -5.27079 -8.53529
H: -9.10370 -1.95315 3.12108
H: -4.42438 -3.38687 0.86966
H: -6.38967 2.59066 0.53774
H: -3.31710 -1.14666 -4.55164
H: -7.29160 3.69714 -2.78611
H: 0.18986 -0.90317 0.32741
H: 4.20534 -4.63117 5.77154
H: -9.69160 4.36910 -1.93385
H: -0.86341 3.05671 8.38036
H: 1.83678 3.84758 -7.30036
H: -7.80675 -3.07522 2.89849
H: -0.42849 4.79357 -1.64638
H: -0.05999 -4.18093 5.31532
H: -5.70737 3.43502 -0.83978
H: 0.70924 -2.76240 -7.57195
H: 1.99510 9.63694 2.37592
H: -5.33947 -2.33204 -1.18811
H: -1.15027 0.70466 -0.97000
H: 0.80114 5.32161 4.52367
H: -6.70731 -1.28928 6.88390
H: 5.43114 -2.89998 -10.31138
H: -0.95066 7.57255 -6.27254
H: 2.68535 -7.14444 5.51074
H: -4.99936 -0.98211 4.43134
H: 3.93365 8.66021 4.50067
H: 0.17356 7.44370 -2.59147
H: 5.24467 9.14286 2.72724
H: -7.44524 -1.36323 3.26168
H: -5.18934 -2.83003 7.37017
H: 2.42487 7.12159 2.40157
H: 3.05247 -5.80310 3.42374
H: 1.57265 -0.23398 1.13396
H: 2.30707 6.30091 -3.38902
H: -6.25239 -3.27567 4.69634
H: 3.90821 0.75620 -11.27648
H: 7.23298 -8.74628 2.53579
H: -0.20990 8.37086 -4.90159
H: -1.95914 0.04308 10.76464
H: 4.93653 7.57431 2.63574
H: 8.05897 -9.25450 1.13291

---

2.
Here is 11 unconnected molecules or ions with the total composition C44H121N11O11 from the Open Molecules 2025 dataset. Energies are from the ωB97M-V functional and the def2-TZVPD basis.

Properties
- HOMO level (eV) = -8.5
- SMILES = COC[C@H](C)N.COC[C@H](C)N.COC[C@H](C)N.COC[C@H](C)N.COC[C@H](C)N.COC[C@H](C)N.COC[C@H](C)N.COC[C@H](C)N.COC[C@H](C)N.COC[C@H](C)N.COC[C@H](C)N
- total charge = 0
- HOMO-LUMO gap (eV) = 9.12

Element x y z (Å)
O: -3.97333 -1.45133 -1.60826
O: 2.65832 -3.01708 -4.94448
O: 1.13816 2.84500 -4.50533
O: -2.46976 4.71180 -0.09298
O: -0.65512 3.28968 4.83200
O: 4.59430 2.86670 5.01022
O: 0.83001 1.38666 -0.46143
O: 3.87813 -6.96682 2.52575
O: 1.57590 -5.92017 -3.27918
O: 0.57198 5.50057 1.20808
O: -4.33702 0.78409 2.42358
N: -2.49073 3.59734 -5.17218
N: -3.09937 -4.39975 -1.51767
N: 1.12512 7.75615 3.16766
N: 2.43044 -6.00538 -6.13034
N: -2.75838 6.22261 -3.54082
N: 4.34655 0.34132 3.92418
N: 4.56736 -8.04027 -2.41395
N: -1.33906 4.26071 8.29377
N: -2.72136 -1.32815 1.83638
N: -1.50318 -0.78396 -2.55864
N: 1.88901 -3.94516 3.46884
C: 0.51563 0.48468 -1.48929
C: 3.10759 1.11796 3.93631
C: -4.93567 -5.03575 -2.80238
C: -0.98335 3.59375 3.51057
C: 3.40347 -4.91663 -6.33075
C: -4.45383 5.02773 -2.45423
C: -0.98008 3.26864 7.24261
C: -5.48845 1.60643 2.29531
C: -2.28597 -0.96416 4.22254
C: -0.17250 9.19304 1.82424
C: -3.14425 5.86471 -2.13963
C: 2.06299 -4.82023 1.32455
C: -2.38036 3.27578 0.04684
C: 2.38932 -6.76831 -2.47026
C: 2.80592 -3.48302 -6.23309
C: -3.38509 -1.33169 3.16567
C: -1.27936 2.82104 -4.87057
C: -0.58341 -1.65178 -0.44511
C: 2.16580 -5.15948 2.81188
C: -1.42650 3.83878 5.81408
C: 2.18003 3.48615 -3.70205
C: 2.38263 -1.55758 -4.84794
C: 3.99316 -5.13254 -7.71206
C: 3.41124 -7.68514 -3.20600
C: 0.76736 -4.99415 -2.49085
C: 2.72281 -8.84346 -3.86948
C: -4.04259 -3.84103 -2.44248
C: 0.43765 6.93452 0.88310
C: -4.67794 -0.35462 -0.97286
C: -0.90086 1.86754 -6.04608
C: -4.81043 -2.57840 -1.93184
C: 3.55845 -5.78942 3.25516
C: -4.66725 -0.43797 3.09153
C: 0.97746 0.91011 0.84322
C: 1.98136 0.12073 4.29112
C: -1.40309 1.92311 7.65970
C: 0.07631 7.81621 2.15381
C: -0.80353 -0.40595 -1.30683
C: 5.17000 -7.56797 2.80716
C: 1.21077 4.72797 0.24553
C: 0.00620 3.66766 -4.45433
C: 3.27299 2.25076 5.04294
C: -2.06653 5.31617 -1.27371
C: 4.80971 3.83431 6.05406
H: -6.39742 1.07698 2.00975
H: 1.84923 -3.48080 -6.75543
H: -3.50989 -3.50579 -3.33239
H: -2.54847 3.16181 1.11775
H: -5.07442 4.70531 -1.61816
H: -2.00260 3.23177 3.37564
H: 1.61661 -5.90231 -6.71955
H: -0.96567 1.20227 6.96893
H: -5.40626 -0.98246 2.50374
H: -2.44346 3.56155 5.53650
H: -1.48185 -2.26583 -0.38296
H: -1.11949 3.97408 9.23702
H: -2.69317 -1.12447 5.22083
H: 1.62093 0.03380 0.92156
H: 4.26040 -8.62414 -1.64911
H: 2.93605 1.57539 2.96192
H: -2.22835 4.34108 -5.80314
H: 1.40133 -5.93247 2.89044
H: 1.31671 3.70342 0.60213
H: -4.40478 -5.92276 -3.14801
H: 0.66143 -5.36955 -1.47303
H: -5.78132 -5.31304 -2.17302
H: -1.50473 0.23981 -0.77822
H: -0.16396 1.15015 -5.68491
H: -5.60555 -4.64969 -3.57070
H: -5.03040 -0.66635 0.01035
H: 1.04642 0.63985 4.50205
H: 5.38169 -7.59526 3.87606
H: 1.40721 1.68763 1.47478
H: 3.45850 -9.47392 -4.36886
H: 1.90361 3.21200 -2.68395
H: -1.27717 4.91848 5.80747
H: -0.48055 9.84971 2.63787
H: 1.20871 6.78987 3.44947
H: 2.67839 -3.34500 3.27703
H: 1.37429 -1.28872 -5.16271
H: 3.53206 -6.02293 4.31952
H: 4.81490 -5.83199 -7.86573
H: -2.37039 -3.76278 -1.22964
H: 3.43509 -2.80773 -6.81294
H: -1.38683 -1.57937 4.18855
H: 2.20300 -3.89591 4.42753
H: 0.23701 -2.29060 -0.77211
H: 2.85468 -6.17741 -1.68136
H: 1.38446 -4.09577 -2.50531
H: 0.19413 4.53070 -5.09303
H: -2.09905 0.10762 4.28919
H: 2.27438 -5.78406 0.86147
H: -4.34706 4.09590 -3.00956
H: 0.63665 1.07092 -2.40021
H: 2.93248 -4.18966 1.13887
H: 2.05454 7.90967 2.80336
H: -1.20510 1.69258 8.70648
H: 4.34307 -5.06652 3.03181
H: -1.42003 2.76545 -0.02687
H: 4.54079 0.03022 4.86523
H: -3.60027 6.74580 -1.68815
H: 3.91391 -7.06328 -3.94675
H: 0.64760 4.75306 -0.68737
H: 3.11020 -0.81413 -5.17356
H: -2.54232 7.20467 -3.44617
H: -5.85566 2.10271 3.19362
H: -1.58905 4.54029 -1.87214
H: 3.23044 -5.36579 -8.45500
H: 1.10396 -4.43834 0.97453
H: 3.20957 3.16195 -3.85385
H: 3.93514 4.36069 6.43636
H: 2.42064 -0.45349 5.10684
H: -1.32523 6.10903 -1.17395
H: 1.37268 7.20471 0.39236
H: 2.17296 5.17552 -0.00346
H: -3.68345 -2.37632 3.25413
H: -1.81655 1.32770 -6.28728
H: 2.06025 -8.46405 -4.64740
H: 0.70003 9.66400 1.37147
H: 0.02381 0.72183 1.33638
H: -0.97290 9.09321 1.09111
H: -0.96354 4.64199 3.21241
H: -2.27565 4.63850 8.28014
H: -0.32582 7.06477 0.11613
H: -2.41143 -1.21161 -2.44781
H: -0.81949 7.43169 2.64144
H: 4.53839 -4.22242 -7.96206
H: -0.42560 2.95756 2.82333
H: -1.75580 -1.45323 2.10498
H: 2.39662 -1.41476 -3.76743
H: 0.10700 3.31268 7.17622
H: 2.04304 -9.40570 -3.22924
H: -0.97649 -1.38567 -3.17561
H: -3.97256 0.43093 -0.70186
H: -0.34695 -1.42225 0.59388
H: -0.10333 4.08045 -3.45148
H: -1.60302 2.08313 -4.13652
H: -2.95358 4.08840 -4.42070
H: -5.52213 -0.00868 -1.56933
H: 5.29237 -8.56784 2.39076
H: -3.59474 6.23853 -4.10680
H: 3.12007 1.90319 6.06466
H: 1.33708 -0.19753 -1.70819
H: 5.19117 -8.66597 -2.90330
H: -0.40094 2.36779 -6.87550
H: -5.01206 -0.22492 4.10336
H: 1.58329 -7.34718 -2.01935
H: 5.48600 4.62563 5.73072
H: 5.87732 -6.83393 2.42119
H: 4.20974 -4.88226 -5.59806
H: 2.03232 4.56424 -3.63874
H: 1.82182 -0.53660 3.43638
H: 2.43023 2.89876 4.80220
H: -2.66840 -0.34451 1.61337
H: -0.20918 -4.82555 -2.94477
H: 5.19233 3.29317 6.91943
H: -2.65203 -5.27076 -1.76530
H: -5.57533 -2.75427 -1.17547
H: -5.23906 2.44367 1.64342
H: -2.48478 1.78913 7.65039
H: 5.08702 0.99673 3.71863
H: 2.13695 -5.84316 -5.17764
H: -3.08681 2.65096 -0.49964
H: -5.37238 -2.14167 -2.75743
H: -5.05460 5.62504 -3.14009

---

Which one sits at the bottom of the stability order? 2 does.

---

1.
Here is 3 unconnected molecules or ions with the total composition C3H3N3 from the Open Molecules 2025 dataset. Energies are from the ωB97M-V functional and the def2-TZVPD basis.

Properties
- HOMO level (eV) = -10.7
- SMILES = C#C.C#N.N#N
- total charge = 0
- HOMO-LUMO gap (eV) = 11.64

Element x y z (Å)
N: 2.14931 0.38093 -0.76213
N: -0.82428 0.26272 -1.96478
N: 1.80273 0.30365 -1.80452
C: -1.54651 0.26019 -1.06539
C: 0.76756 -0.26936 1.48247
C: -0.41858 -0.43989 1.39214
H: -2.28842 0.27624 -0.30329
H: 1.81790 -0.13356 1.57867
H: -1.45973 -0.64091 1.44684

---

2.
Here is C3H3N3 in the gas phase from the Open Molecules 2025 dataset. Energies are from the ωB97M-V functional and the def2-TZVPD basis.

Properties
- HOMO level (eV) = -9.9
- SMILES = c1cnnnc1
- total charge = 0
- HOMO-LUMO gap (eV) = 9.53

Element x y z (Å)
N: 1.68263 -0.20377 0.00318
N: -0.11694 -1.58483 -0.15736
N: 1.25121 -1.38438 0.05156
C: -0.56107 0.58916 -0.00109
C: -1.05453 -0.63158 -0.12319
C: 0.89149 0.77749 -0.14803
H: -2.00118 -0.93420 0.32290
H: -1.40443 1.50812 0.24161
H: 1.31283 1.86399 -0.18959

---

Which one sits at the bottom of the stability order? 2 does.

---

1.
Here is 2 unconnected molecules or ions with the total composition C3H3N3 from the Open Molecules 2025 dataset. Energies are from the ωB97M-V functional and the def2-TZVPD basis.

Properties
- HOMO level (eV) = -8.8
- SMILES = C=C=C=N.N#N
- total charge = 0
- HOMO-LUMO gap (eV) = 8.72

Element x y z (Å)
N: -1.23472 -1.11248 -0.15077
N: -1.08265 -1.54404 3.64959
N: -0.87649 -0.49436 3.82126
C: 0.53389 0.37375 -1.10029
C: 1.15627 1.19967 -1.89660
C: -0.48978 -0.25113 -0.61256
H: 2.25670 1.53326 -1.79398
H: -0.96482 -1.65478 0.63816
H: 0.70158 1.95011 -2.55481

---

2.
Here is C3H3N3 in the gas phase from the Open Molecules 2025 dataset. Energies are from the ωB97M-V functional and the def2-TZVPD basis.

Properties
- HOMO level (eV) = -10.4
- SMILES = [H]/N=C1\C=NC=N1
- total charge = 0
- HOMO-LUMO gap (eV) = 9.48

Element x y z (Å)
N: -1.42512 0.40149 -0.07102
N: 2.04425 -0.30684 -0.05935
N: 0.00827 -1.35452 -0.24840
C: -1.15496 -0.96531 0.04189
C: 0.74841 -0.09029 -0.06070
C: -0.38304 1.05567 -0.12601
H: 2.43177 0.70159 0.42816
H: -0.22555 2.24615 -0.22248
H: -2.04403 -1.68794 0.31789

---

3.
Here is 2 unconnected molecules or ions with the total composition C3H3N3 from the Open Molecules 2025 dataset. Energies are from the ωB97M-V functional and the def2-TZVPD basis.

Properties
- HOMO level (eV) = -11.4
- SMILES = [H]/N=C/C#N.C#N
- total charge = 0
- HOMO-LUMO gap (eV) = 11.34

Element x y z (Å)
N: 2.44710 -1.12962 0.43133
N: 0.13950 2.17650 0.11132
N: -2.41198 -0.06492 0.14904
C: -0.50437 1.23416 0.20430
C: -1.17792 -0.02846 0.26062
C: 2.44255 -0.49592 -0.50342
H: -2.79742 -1.10372 0.22049
H: 2.19726 0.29652 -1.27651
H: -0.33472 -0.88452 0.40282

---

Which one sits at the bottom of the stability order? 2 does.